## i
Here is a single C4H6 molecule from OMol25. Energies are from the ωB97M-V functional and the def2-TZVPD basis.

Last column: Mulliken charge in e.
Cartesian coordinates (Å):
C (-2.320, -0.198, 0.012)  0.02
C (-1.180, 0.185, 0.051)  -0.36
C (0.235, 0.659, -0.008)  -0.46
C (1.263, -0.455, 0.024)  -0.96
H (-3.296, -0.701, -0.068)  0.39
H (0.379, 1.397, 0.818)  0.25
H (0.338, 1.275, -0.908)  0.26
H (1.174, -0.917, 1.008)  0.28
H (1.106, -1.194, -0.796)  0.29
H (2.301, -0.052, -0.132)  0.29

**Net charge**: 0
**Frontier orbital gap**: 0.4062 hartree
**E_HOMO**: -9.95 eV
**E_LUMO**: 1.10 eV

=====

## ii
Here is 2 unconnected molecules or ions with the total composition C4H6 from OMol25. Energies are from the ωB97M-V functional and the def2-TZVPD basis.

Last column: Mulliken charge in e.
Cartesian coordinates (Å):
C (-1.354, -0.572, 0.230)  -0.20
C (-1.940, 0.337, -0.198)  -0.41
H (-0.894, -1.658, 0.217)  0.30
H (-2.328, 1.349, -0.538)  0.32
C (1.184, -0.528, -0.256)  -0.62
C (1.089, 0.700, 0.191)  -0.51
H (0.894, -1.209, 0.727)  0.29
H (1.472, -0.887, -1.189)  0.30
H (0.587, 0.907, 1.208)  0.23
H (1.289, 1.562, -0.391)  0.30

**Net charge**: 0
**Frontier orbital gap**: 0.3848 hartree
**E_HOMO**: -9.23 eV
**E_LUMO**: 1.24 eV

=====

On energetic grounds, i is preferred over the next structure by 3.074 eV.

=====

## i
Here is 10 unconnected molecules or ions with the total composition C20H60O10 from OMol25. Energies are from the ωB97M-V functional and the def2-TZVPD basis.

Last column: Mulliken charge in e.
Cartesian coordinates (Å):
C (-11.694, 22.927, 7.855)  -0.01
C (-11.978, 22.281, 9.211)  0.02
O (-11.038, 22.776, 10.158)  -0.34
H (-11.718, 24.011, 7.987)  0.06
H (-12.367, 22.656, 7.039)  -0.32
H (-10.701, 22.646, 7.493)  0.02
H (-11.886, 21.199, 9.094)  0.28
H (-12.977, 22.625, 9.504)  0.20
H (-10.862, 22.052, 10.784)  0.02
C (-14.228, 21.705, 3.798)  -0.26
C (-14.590, 20.324, 3.292)  -0.43
O (-15.660, 20.336, 2.350)  -0.53
H (-13.513, 22.171, 3.109)  0.31
H (-13.613, 21.666, 4.700)  -0.26
H (-15.071, 22.372, 3.931)  0.32
H (-14.923, 19.721, 4.153)  0.23
H (-13.739, 19.742, 2.925)  0.32
H (-15.541, 19.568, 1.786)  0.32
C (-9.279, 26.031, 9.141)  -0.85
C (-9.937, 27.381, 9.204)  -0.14
O (-8.921, 28.374, 9.337)  -0.54
H (-10.036, 25.240, 9.108)  0.07
H (-8.703, 25.749, 10.024)  0.36
H (-8.627, 25.906, 8.274)  0.36
H (-10.575, 27.381, 10.097)  0.02
H (-10.580, 27.601, 8.347)  0.33
H (-9.230, 29.221, 9.010)  0.31
C (-7.457, 22.625, 7.410)  -1.10
C (-7.395, 22.071, 8.823)  0.54
O (-6.964, 20.716, 8.832)  -0.61
H (-8.007, 21.956, 6.741)  0.22
H (-6.480, 22.697, 6.920)  0.38
H (-7.894, 23.624, 7.356)  0.12
H (-8.413, 22.142, 9.223)  -0.22
H (-6.718, 22.639, 9.457)  0.33
H (-7.686, 20.163, 8.493)  0.37
C (-9.835, 19.119, 4.592)  -1.23
C (-11.252, 19.080, 5.127)  0.17
O (-11.291, 19.957, 6.280)  -0.48
H (-9.660, 20.121, 4.192)  0.31
H (-9.768, 18.479, 3.711)  0.40
H (-9.093, 18.883, 5.349)  0.26
H (-11.531, 18.079, 5.462)  0.35
H (-11.956, 19.492, 4.403)  -0.06
H (-12.218, 20.099, 6.504)  0.20
C (-14.662, 24.625, 5.599)  -0.61
C (-14.676, 25.420, 6.884)  0.16
O (-15.579, 26.516, 6.686)  -0.56
H (-14.154, 25.162, 4.799)  0.32
H (-15.662, 24.337, 5.284)  0.39
H (-14.076, 23.717, 5.756)  -0.15
H (-13.693, 25.822, 7.150)  -0.04
H (-14.987, 24.801, 7.733)  0.25
H (-15.447, 27.158, 7.390)  0.29
C (-13.431, 27.030, 11.189)  -1.41
C (-13.014, 25.743, 10.509)  0.49
O (-11.963, 25.189, 11.298)  -0.54
H (-13.535, 26.856, 12.261)  0.32
H (-14.439, 27.353, 10.917)  0.38
H (-12.682, 27.797, 11.002)  0.30
H (-12.710, 25.847, 9.462)  -0.13
H (-13.843, 25.020, 10.530)  0.36
H (-11.548, 24.458, 10.801)  0.26
C (-8.901, 18.185, 10.317)  -1.36
C (-9.783, 19.135, 9.533)  0.32
O (-9.346, 19.128, 8.181)  -0.55
H (-9.052, 17.161, 9.970)  0.42
H (-9.168, 18.143, 11.375)  0.21
H (-7.859, 18.483, 10.200)  0.27
H (-9.738, 20.137, 9.972)  0.01
H (-10.824, 18.803, 9.618)  0.52
H (-10.042, 19.506, 7.614)  0.27
C (-7.351, 22.274, 12.398)  -0.84
C (-7.010, 20.779, 12.388)  0.05
O (-7.978, 20.109, 13.215)  -0.61
H (-6.532, 22.769, 11.875)  0.35
H (-7.434, 22.627, 13.426)  0.39
H (-8.296, 22.494, 11.908)  -0.06
H (-5.976, 20.606, 12.688)  0.45
H (-7.171, 20.428, 11.362)  -0.02
H (-7.739, 19.184, 13.334)  0.27
C (-11.622, 20.962, 14.523)  -1.22
C (-11.430, 20.379, 13.131)  -0.25
O (-10.466, 21.072, 12.360)  -0.15
H (-12.264, 20.338, 15.150)  0.41
H (-12.049, 21.962, 14.463)  0.29
H (-10.689, 20.997, 15.090)  0.27
H (-12.362, 20.376, 12.561)  0.37
H (-11.147, 19.320, 13.198)  0.27
H (-9.577, 20.717, 12.564)  0.04

**Net charge**: 0
**Frontier orbital gap**: 0.3641 hartree
**E_HOMO**: -9.62 eV
**E_LUMO**: 0.29 eV

=====

## ii
Here is 10 unconnected molecules or ions with the total composition C20H60O10 from OMol25. Energies are from the ωB97M-V functional and the def2-TZVPD basis.

Last column: Mulliken charge in e.
Cartesian coordinates (Å):
C (-3.477, -2.453, 0.609)  -1.24
C (-3.449, -2.410, -0.935)  0.92
C (-4.859, -2.660, -1.584)  -1.53
O (-3.142, -1.093, -1.269)  -0.49
H (-4.169, -1.705, 0.994)  0.35
H (-2.472, -2.354, 1.018)  0.24
H (-3.902, -3.385, 0.982)  0.42
H (-2.738, -3.146, -1.312)  -0.06
H (-5.538, -1.889, -1.222)  0.35
H (-5.232, -3.654, -1.336)  0.39
H (-4.868, -2.516, -2.664)  0.37
H (-2.441, -0.738, -0.718)  0.39
C (-1.865, 4.143, 1.783)  -1.22
C (-1.699, 3.683, 0.291)  0.43
C (-1.187, 4.879, -0.571)  -1.59
O (-0.825, 2.634, 0.469)  -0.35
H (-0.933, 4.437, 2.267)  0.28
H (-2.404, 3.397, 2.367)  0.12
H (-2.382, 5.102, 1.786)  0.51
H (-2.611, 3.283, -0.152)  0.56
H (-0.893, 4.664, -1.598)  0.36
H (-0.353, 5.327, -0.031)  0.36
H (-2.021, 5.578, -0.627)  0.42
H (-0.003, 3.016, 0.786)  0.11
C (3.185, -1.830, -5.276)  -1.56
C (2.237, -1.415, -4.098)  1.16
C (1.979, 0.056, -4.177)  -1.17
O (0.982, -2.074, -4.167)  -0.55
H (2.791, -1.709, -6.285)  0.40
H (3.360, -2.904, -5.223)  0.42
H (4.177, -1.379, -5.282)  0.39
H (2.770, -1.654, -3.178)  -0.19
H (2.923, 0.552, -3.953)  0.35
H (1.280, 0.320, -3.384)  -0.03
H (1.759, 0.396, -5.189)  0.43
H (1.164, -2.949, -4.520)  0.34
C (5.438, 0.467, 1.325)  -1.47
C (4.640, 0.975, 0.128)  0.36
C (3.667, -0.042, -0.495)  -0.64
O (3.934, 2.196, 0.399)  -0.62
H (6.130, 1.205, 1.732)  0.37
H (5.924, -0.465, 1.037)  0.38
H (4.728, 0.157, 2.091)  0.34
H (5.417, 1.288, -0.570)  0.29
H (4.071, -1.006, -0.802)  0.50
H (3.102, 0.376, -1.328)  0.03
H (2.921, -0.268, 0.266)  0.09
H (3.877, 2.654, -0.444)  0.28
C (-1.233, 2.796, 5.701)  -1.29
C (-2.486, 2.079, 5.088)  0.67
C (-2.100, 0.896, 4.141)  -1.16
O (-3.202, 1.480, 6.136)  -0.55
H (-0.519, 2.158, 6.223)  0.36
H (-1.517, 3.611, 6.367)  0.41
H (-0.578, 3.232, 4.948)  0.23
H (-3.098, 2.768, 4.507)  0.17
H (-1.609, 0.105, 4.708)  0.49
H (-1.511, 1.189, 3.271)  0.07
H (-2.984, 0.339, 3.832)  0.35
H (-3.217, 2.106, 6.864)  0.33
C (1.486, 2.214, 2.822)  -0.08
O (1.688, 3.069, 1.680)  -0.65
H (0.482, 2.263, 3.243)  -0.36
H (1.609, 1.179, 2.505)  0.12
H (2.169, 2.507, 3.620)  0.40
H (2.483, 2.792, 1.218)  0.51
C (-0.117, -0.562, -0.041)  -0.22
O (-1.234, 0.080, 0.401)  -0.46
H (-0.170, -1.649, 0.018)  0.12
H (0.216, -0.312, -1.048)  0.25
H (0.748, -0.308, 0.571)  -0.12
H (-1.180, 1.033, 0.298)  0.41
C (1.725, -4.796, -1.411)  -0.52
O (1.895, -5.721, -0.416)  -0.61
H (2.733, -4.649, -1.799)  0.39
H (1.013, -5.118, -2.171)  0.28
H (1.328, -3.844, -1.058)  0.18
H (2.762, -5.559, -0.038)  0.31
C (-1.749, 2.051, -3.232)  -0.18
O (-1.492, 2.193, -4.590)  -0.58
H (-0.813, 1.778, -2.746)  0.05
H (-2.143, 3.016, -2.914)  0.17
H (-2.484, 1.284, -2.991)  0.24
H (-1.181, 1.351, -4.929)  0.31
C (-1.031, -5.116, 0.695)  -0.21
O (-0.715, -6.396, 0.165)  -0.60
H (-0.818, -4.397, -0.096)  -0.13
H (-2.027, -4.981, 1.117)  0.30
H (-0.324, -4.924, 1.502)  0.27
H (0.203, -6.321, -0.106)  0.36

**Net charge**: 0
**Frontier orbital gap**: 0.3466 hartree
**E_HOMO**: -9.33 eV
**E_LUMO**: 0.10 eV

=====

## iii
Here is 10 unconnected molecules or ions with the total composition C20H60O10 from OMol25. Energies are from the ωB97M-V functional and the def2-TZVPD basis.

Last column: Mulliken charge in e.
Cartesian coordinates (Å):
C (0.812, 4.323, -2.433)  -0.43
C (0.611, 5.439, -3.363)  -0.25
O (1.875, 5.846, -4.020)  -0.49
H (1.701, 4.664, -1.605)  0.19
H (1.088, 3.455, -2.973)  0.28
H (-0.199, 3.919, -2.224)  0.00
H (0.160, 6.257, -2.818)  0.34
H (-0.237, 5.004, -4.064)  0.06
H (1.831, 6.737, -3.930)  0.31
C (-2.766, 2.615, -3.084)  -0.47
C (-2.865, 2.932, -1.490)  0.09
O (-2.860, 4.323, -1.416)  -0.55
H (-1.935, 3.191, -3.582)  0.10
H (-3.704, 2.846, -3.678)  0.33
H (-2.548, 1.553, -3.168)  -0.03
H (-1.930, 2.631, -1.074)  -0.03
H (-3.976, 2.660, -1.024)  0.27
H (-2.726, 4.684, -0.550)  0.30
C (0.781, 0.965, -0.193)  -1.00
C (-0.178, -0.122, -0.492)  0.08
O (-0.787, -0.504, 0.706)  -0.40
H (1.166, 1.354, -1.213)  -0.08
H (1.569, 0.516, 0.455)  0.24
H (0.481, 1.838, 0.221)  0.63
H (0.283, -0.941, -0.946)  -0.19
H (-1.017, 0.020, -1.000)  0.56
H (-0.970, -1.631, 0.515)  0.23
C (1.732, -3.690, -0.939)  -0.58
C (1.398, -5.211, -0.966)  -0.33
O (-0.063, -5.286, -1.004)  -0.56
H (1.816, -3.150, 0.058)  0.19
H (1.246, -2.930, -1.438)  -0.19
H (2.821, -3.686, -0.996)  0.46
H (1.776, -5.742, -0.059)  0.23
H (1.880, -5.878, -1.726)  0.42
H (-0.434, -6.067, -1.577)  0.29
C (0.475, -1.619, 3.959)  -1.05
C (1.691, -2.528, 3.699)  -0.44
O (2.827, -1.886, 4.329)  -0.56
H (0.529, -1.129, 4.862)  0.57
H (-0.430, -2.073, 3.902)  0.53
H (0.591, -0.771, 3.235)  -0.05
H (1.952, -2.834, 2.796)  0.32
H (1.672, -3.386, 4.406)  0.34
H (3.642, -2.605, 4.114)  0.31
C (4.270, 0.006, -1.865)  -1.15
C (3.213, -0.443, -2.909)  0.53
O (3.839, -1.082, -3.916)  -0.54
H (4.963, -0.704, -1.520)  0.40
H (3.764, 0.477, -0.930)  0.17
H (4.879, 0.747, -2.377)  0.35
H (2.870, 0.520, -3.300)  0.16
H (2.519, -1.121, -2.238)  -0.23
H (3.243, -1.691, -4.154)  0.31
C (-1.592, -2.630, -2.940)  -0.36
C (-2.056, -1.800, -4.077)  -0.42
O (-3.426, -1.713, -4.221)  -0.56
H (-0.592, -2.794, -3.212)  0.29
H (-2.114, -3.652, -3.096)  0.27
H (-1.653, -2.373, -1.818)  0.06
H (-1.690, -2.117, -5.011)  0.34
H (-1.684, -0.801, -3.827)  0.13
H (-3.858, -1.129, -4.876)  0.31
C (1.447, 2.507, 4.139)  -0.38
C (2.318, 2.856, 2.897)  0.29
O (2.640, 4.301, 3.089)  -0.48
H (0.378, 3.061, 4.220)  -0.02
H (1.886, 2.874, 5.134)  0.35
H (1.127, 1.523, 4.148)  -0.14
H (1.689, 2.821, 1.935)  -0.08
H (3.185, 2.018, 2.865)  0.22
H (3.248, 4.327, 2.501)  0.24
C (-3.020, -3.033, 2.039)  -0.81
C (-2.258, -4.049, 1.192)  -0.42
O (-1.438, -3.353, 0.327)  -0.32
H (-2.350, -2.236, 2.538)  -0.12
H (-3.750, -3.646, 2.489)  0.53
H (-3.745, -2.534, 1.263)  0.28
H (-2.889, -4.930, 0.858)  0.33
H (-1.665, -4.783, 1.809)  0.30
H (-0.668, -3.863, -0.102)  0.09
C (-2.595, 2.224, 4.634)  -1.66
C (-2.081, 1.098, 3.742)  0.04
O (-1.647, 1.519, 2.401)  -0.46
H (-2.943, 1.865, 5.530)  0.43
H (-3.422, 2.595, 4.181)  0.48
H (-1.838, 2.964, 4.495)  0.30
H (-2.763, 0.418, 3.588)  0.58
H (-1.173, 0.839, 4.440)  -0.02
H (-1.347, 0.816, 1.727)  0.38

**Net charge**: 0
**Frontier orbital gap**: 0.3451 hartree
**E_HOMO**: -9.37 eV
**E_LUMO**: 0.02 eV

=====

On energetic grounds, i is preferred over the next structure by 1.386 eV.

=====

## i
Here is a molecular structure, C2H5IO from OMol25. Energies are from the ωB97M-V functional and the def2-TZVPD basis.

Last column: Mulliken charge in e.
Cartesian coordinates (Å):
C (0.056, 0.542, 0.049)  -0.91
C (0.598, -0.733, -0.556)  -0.06
O (0.389, -1.911, 0.081)  -0.43
I (3.244, 0.267, 0.094)  -0.37
H (0.561, 0.576, 1.051)  0.36
H (0.231, 1.544, -0.466)  0.28
H (-0.987, 0.540, 0.304)  0.36
H (0.953, -0.819, -1.635)  0.41
H (-0.131, -1.888, 0.942)  0.36

**Net charge**: 0
**Frontier orbital gap (spin up / spin down)**: 0.2670 / 0.2670 hartree
**E_HOMO (spin up / spin down)**: -8.31 / -8.31 eV
**E_LUMO (spin up / spin down)**: -1.04 / -1.04 eV

=====

## ii
Here is 2 unconnected molecules or ions with the total composition C2H5IO from OMol25. Energies are from the ωB97M-V functional and the def2-TZVPD basis.

Last column: Mulliken charge in e.
Cartesian coordinates (Å):
C (-0.135, 1.123, -0.394)  -0.72
C (-0.071, -0.385, 0.023)  -0.06
O (0.800, -1.195, -0.690)  -0.44
I (-1.931, -1.317, 0.617)  0.00
H (-1.030, 1.309, -1.094)  0.30
H (-0.197, 1.666, 0.517)  0.27
H (0.842, 1.069, -0.872)  0.25
H (0.928, -0.237, 2.127)  0.02
H (0.793, -2.032, -0.234)  0.38

**Net charge**: 0
**Frontier orbital gap (spin up / spin down)**: 0.3468 / 0.2738 hartree
**E_HOMO (spin up / spin down)**: -9.55 / -7.99 eV
**E_LUMO (spin up / spin down)**: -0.12 / -0.54 eV

=====

On energetic grounds, i is preferred over the next structure by 2.964 eV.

=====

## i
Here is 2 unconnected molecules or ions with the total composition CH5FN2 from OMol25. Energies are from the ωB97M-V functional and the def2-TZVPD basis.

Last column: Mulliken charge in e.
Cartesian coordinates (Å):
C (-0.711, -0.888, -0.226)  -0.56
N (1.295, 0.873, -0.675)  -0.20
N (1.532, -0.367, -0.638)  -0.19
F (2.012, -0.735, 0.790)  -0.32
H (-0.825, 0.204, -0.563)  0.21
H (-0.952, -1.606, -1.031)  0.27
H (-0.866, -1.096, 0.802)  0.27
H (0.697, 1.458, -0.026)  0.26
H (2.236, 1.304, -0.805)  0.27

**Net charge**: 0
**Frontier orbital gap (spin up / spin down)**: 0.3225 / 0.3605 hartree
**E_HOMO (spin up / spin down)**: -9.11 / -9.79 eV
**E_LUMO (spin up / spin down)**: -0.34 / 0.02 eV

=====

## ii
Here is a single CH5FN2 molecule from OMol25. Energies are from the ωB97M-V functional and the def2-TZVPD basis.

Last column: Mulliken charge in e.
Cartesian coordinates (Å):
C (-0.950, 0.343, 0.069)  -0.78
N (0.069, -0.677, 0.296)  -0.18
N (1.366, -0.623, -0.330)  -0.21
F (1.934, 0.680, 0.129)  -0.28
H (-0.973, 1.398, 0.391)  0.30
H (-1.244, 0.170, -1.010)  0.29
H (-1.876, 0.079, 0.537)  0.33
H (0.268, -0.863, 1.223)  0.26
H (1.406, -0.508, -1.304)  0.27

**Net charge**: 0
**Frontier orbital gap**: 0.4121 hartree
**E_HOMO**: -10.12 eV
**E_LUMO**: 1.10 eV

=====

On energetic grounds, ii is preferred over the next structure by 2.615 eV.